Version a
Below is a cluster of 15 separate species, H31O15 in total, with properties calculated with the ωB97M-V functional and the def2-TZVPD basis.

## Properties
* multiplicity: 1
* LUMO energy: -3.02 eV
* M: 271.23 g/mol
* total charge: +1
* gap between HOMO and LUMO: 10.373 eV

Atoms and positions in Å:
O (-3.38, 1.11, -1.13)
H (0.45, -0.80, -0.34)
H (2.92, 1.61, 0.48)
O (3.55, 1.15, 1.01)
H (-0.89, 1.52, -3.34)
H (-0.09, -3.80, 1.12)
O (-2.93, -2.01, -0.98)
H (2.43, -0.54, -3.54)
H (2.75, 2.80, 2.68)
O (-0.30, -3.37, 0.29)
H (1.30, 0.17, 2.94)
H (-2.88, 2.24, 1.69)
O (-0.40, -1.14, -0.80)
H (0.25, -3.76, -0.41)
H (-2.09, 0.50, -3.59)
O (-1.55, -1.52, 2.09)
H (-0.41, -2.12, -0.42)
H (-3.09, -1.35, -1.65)
O (1.73, -0.17, -2.99)
H (-1.63, -1.75, 1.16)
H (0.10, 0.19, 1.47)
O (1.97, -1.24, 0.12)
H (2.17, 0.70, -2.96)
H (0.13, 1.68, 2.32)
O (1.71, -0.10, 3.79)
H (-0.34, -0.83, -1.73)
H (0.44, 1.73, -1.45)
O (-2.84, 3.21, 1.67)
H (2.71, -0.70, -0.20)
O (-1.31, 0.70, -3.07)
H (4.39, 1.59, 1.12)
H (-1.89, 3.34, 1.57)
O (-0.24, 0.82, 2.09)
H (0.87, 0.00, 4.26)
H (-2.40, -1.64, 2.53)
O (1.32, 1.79, -1.04)
H (-3.61, 0.55, -0.39)
H (0.93, 1.97, -0.17)
O (1.82, 3.02, 2.79)
H (-3.49, 2.04, -0.92)
H (1.12, -2.23, -2.76)
O (0.78, -3.07, -3.09)
H (-0.14, -2.83, -3.28)
H (-3.73, -2.48, -0.74)
H (2.02, -0.98, 1.05)
H (1.79, 3.99, 2.78)


Version b
Below is a cluster of 15 separate species, H31O15 in total, with properties calculated with the ωB97M-V functional and the def2-TZVPD basis.

## Properties
* multiplicity: 1
* LUMO energy: -2.94 eV
* M: 271.23 g/mol
* total charge: +1
* gap between HOMO and LUMO: 10.936 eV

Atoms and positions in Å:
O (-0.71, -1.12, 3.90)
H (3.86, 1.31, -1.57)
H (-1.59, -1.54, 3.78)
O (-2.92, -0.66, -2.87)
H (2.74, -0.41, -0.28)
H (-2.60, -0.84, -3.70)
O (0.11, -1.80, -4.12)
H (-0.89, -1.01, 0.38)
H (-3.72, 0.03, -0.81)
O (-2.19, 2.65, 1.04)
H (-0.14, -2.83, -1.76)
H (-1.70, 2.28, -0.23)
O (3.59, 1.92, -0.86)
H (-1.54, 2.52, 1.81)
H (4.07, 2.01, -0.16)
O (-0.74, 1.70, 2.92)
H (0.50, -1.41, -4.84)
H (-0.48, -1.13, -3.63)
O (-1.54, -0.46, -0.02)
H (0.10, 1.24, 2.92)
H (2.75, -3.17, -2.77)
O (1.36, 3.31, -0.91)
H (-3.21, -1.31, -2.20)
H (3.50, -1.81, -2.29)
O (-0.27, -2.46, -0.90)
H (2.26, 2.64, -1.02)
H (0.80, -3.43, 2.28)
O (-1.09, 2.32, -1.17)
H (1.50, 3.12, 0.00)
O (3.07, -0.20, 0.61)
H (3.42, -1.01, 1.02)
H (-1.27, 1.65, -1.66)
O (3.20, -2.64, -2.00)
H (-0.88, -1.61, -0.95)
H (-0.83, 1.94, 3.83)
O (0.89, -2.77, 1.75)
H (-2.15, 0.04, 0.75)
H (0.39, -2.66, 0.85)
O (-4.10, 0.50, -0.01)
H (-0.06, -1.89, 3.56)
H (1.64, 0.07, 2.63)
O (1.57, 0.63, 3.39)
H (1.36, 0.05, 4.10)
H (-3.08, 2.50, 0.90)
H (-0.11, 2.82, -1.27)
H (-4.90, 0.91, -0.41)


Result of the stability comparison: version b is the least stable of them.


Version a
Below is the ion C4H7O2S with charge -1, with properties calculated with the ωB97M-V functional and the def2-TZVPD basis.

## Properties
* multiplicity: 1
* LUMO energy (spin up / spin down): 3.59 / 3.67 eV
* M: 119.16 g/mol
* total charge: -1
* gap between HOMO and LUMO (spin up / spin down): 6.461 / 6.956 eV

Atoms and positions in Å:
C (0.18, 0.20, 0.25)
C (-1.10, 0.21, -0.57)
C (1.39, -0.80, 0.31)
C (-2.49, 0.08, -0.01)
O (2.87, 1.29, 0.44)
O (4.06, -0.81, 0.31)
S (2.90, -0.05, -0.17)
H (0.76, 1.09, -0.17)
H (-0.19, 0.59, 1.27)
H (-0.95, -0.12, -1.62)
H (1.24, -1.66, -0.37)
H (-3.21, 0.65, -0.65)
H (-2.34, 0.24, 1.05)
H (-3.10, -0.91, -0.06)


Version b
Below is the ion C4H7O2S with charge -1, with properties calculated with the ωB97M-V functional and the def2-TZVPD basis.

## Properties
* multiplicity: 1
* LUMO energy: 3.92 eV
* M: 119.16 g/mol
* total charge: -1
* gap between HOMO and LUMO: 6.815 eV

Atoms and positions in Å:
C (-0.18, 1.33, 0.28)
C (-0.30, 0.00, -0.51)
C (0.57, -0.01, 0.75)
C (-1.66, -0.79, -0.42)
O (2.65, -1.38, -0.11)
O (2.49, 0.88, -0.85)
S (2.42, 0.03, 0.32)
H (0.17, 2.32, -0.06)
H (-0.99, 1.39, 1.02)
H (0.36, -0.09, -1.37)
H (0.46, -0.57, 1.68)
H (-1.98, -0.58, 0.70)
H (-1.41, -1.91, -0.49)
H (-2.61, -0.62, -0.95)


Result of the stability comparison: version a is the least stable of them.